1.
Computed, not measured: C3H2Br2I2 as an isolated structure, with wB97M-V/def2-TZVPD.

Values from the calculation:
frontier orbital gap (spin up / spin down)	6.5 / 6.5	eV
LUMO level (spin up / spin down)	-1.6 / -1.6	eV
relative energy (zero: lowest compared OMol25 entry of this formula, charge and spin)	1.616	eV
E_tot	-159422.585	eV
E_HOMO (spin up / spin down)	-8.07 / -8.07	eV

```
! wB97M-V def2-TZVPD RIJCOSX def2/J DEFGRID3
* xyz 0 1
C -0.13 -0.23 -0.35
C -1.72 0.34 1.52
C 1.08 0.29 -0.92
Br -2.50 -1.24 1.85
Br 2.16 -0.56 -2.29
I -1.03 -1.71 -1.38
I -0.52 1.00 3.17
H 0.82 1.39 -1.40
H 1.83 0.72 -0.20
*
```

=====

2.
Computed, not measured: C3H2Br2LiN2O4P as an isolated structure, with wB97M-V/def2-TZVPD.

Values from the calculation:
frontier orbital gap	6.9	eV
LUMO level	-2.0	eV
E_tot	-163884.825	eV
E_HOMO	-8.98	eV

```
! wB97M-V def2-TZVPD RIJCOSX def2/J DEFGRID3
* xyz 0 1
N 1.25 2.82 0.63
C 1.14 1.53 0.88
O 0.63 0.21 1.28
C 0.45 -0.69 0.12
Br 1.40 -2.42 0.63
C 1.22 -0.18 -1.26
O 2.57 -0.25 -1.38
O 0.51 0.34 -2.46
N -1.00 -1.09 -0.10
Br -1.72 -1.97 1.43
P -2.07 0.32 -0.35
O -3.45 0.09 0.43
H -2.32 0.40 -1.80
H -1.55 1.58 0.12
Li 2.95 -0.69 1.83
*
```

=====

3.
Computed, not measured: a 2-piece molecular cluster, C3H2Br2S2 overall, with wB97M-V/def2-TZVPD.

Values from the calculation:
frontier orbital gap	8.2	eV
LUMO level	-0.9	eV
SMILES	C#CSBr.S=CBr
relative energy (zero: lowest compared OMol25 entry of this formula, charge and spin)	2.001	eV
E_tot	-164895.796	eV
E_HOMO	-9.12	eV

```
! wB97M-V def2-TZVPD RIJCOSX def2/J DEFGRID3
* xyz 0 1
C 0.65 1.50 0.31
C -0.44 1.60 -0.19
S -1.93 1.68 -0.97
Br -3.21 0.62 0.47
H 1.59 1.49 0.78
S 1.61 -1.81 1.33
C 0.98 -1.66 -0.13
Br -0.77 -2.16 -0.64
H 1.53 -1.26 -0.97
*
```

=====

Max |F| for the records above, in order: 0.075; 0.234; 0.014 hartree/bohr